The following is a DFT calculation (ωB97M-V/def2-TZVPD) of a molecular structure, C30H43CrF5N4OSeSi3 in a non-equilibrium geometry.

The energy above the lowest of the compared OMol25 structures with the same formula, charge and spin comes out at 13.2 kcal/mol. Its multiplicity is 5. The calculated total energy comes out at -170803.8191 eV. As for the expectation value of S²: 6.113. For the HOMO-LUMO gap (alpha / beta), the calculation gives 5.85 / 7.53 eV. The strongest force on any atom is 1.676 eV/A.

Atoms and positions in Å:
Cr -0.298 -0.527 0.058
C -3.287 -1.220 1.808
O -2.168 -0.453 1.456
Si -2.082 1.161 1.929
C -2.298 1.287 3.828
C -3.729 1.892 1.239
C -0.393 1.544 1.168
Si -0.586 3.259 0.342
C -1.851 3.236 -1.100
C 0.998 4.097 -0.336
C -1.300 4.561 1.559
Si 1.045 1.651 2.431
C 2.714 1.912 1.520
C 1.112 0.188 3.676
C 1.035 3.149 3.637
H -3.264 -1.456 2.874
H -3.287 -2.154 1.250
H -4.209 -0.679 1.587
H -3.297 1.003 4.151
H -2.132 2.308 4.153
H -1.585 0.662 4.354
H -4.574 1.629 1.874
H -3.943 1.522 0.240
H -3.708 2.973 1.181
H -2.288 2.252 -1.203
H -1.398 3.503 -2.049
H -2.664 3.934 -0.929
H 1.707 3.393 -0.753
H 1.503 4.646 0.450
H 0.738 4.813 -1.112
H -2.234 4.234 2.004
H -1.484 5.504 1.052
H -0.614 4.764 2.370
H 2.672 1.559 0.496
H 3.523 1.388 2.020
H 2.980 2.964 1.506
H 0.350 -0.558 3.468
H 0.959 0.553 4.687
H 2.074 -0.312 3.656
H 1.198 4.077 3.101
H 1.848 3.051 4.352
H 0.112 3.230 4.199
C 0.420 -3.152 -3.155
N 1.758 -3.539 -2.691
C 2.676 -3.637 -3.834
C 2.229 -2.611 -1.590
C 2.140 -1.152 -1.955
C 3.120 -0.650 -2.814
C 3.060 0.645 -3.283
C 2.017 1.453 -2.860
C 1.110 0.971 -1.936
C 1.132 -0.329 -1.417
H 0.031 -3.882 -3.861
H 0.474 -2.171 -3.620
H -0.250 -3.075 -2.298
H 1.688 -4.468 -2.263
H 2.715 -2.675 -4.337
H 2.314 -4.392 -4.532
H 3.678 -3.912 -3.510
H 3.257 -2.886 -1.348
H 1.585 -2.801 -0.729
H 3.967 -1.271 -3.086
H 3.813 1.023 -3.959
H 1.929 2.468 -3.221
H 0.339 1.638 -1.586
F 2.983 -0.790 0.693
C 2.271 -1.718 1.370
C 0.877 -1.713 1.242
C 0.303 -2.803 1.904
F -1.038 -2.972 1.803
C 0.987 -3.764 2.636
F 0.326 -4.785 3.212
C 2.370 -3.682 2.753
F 3.067 -4.599 3.444
C 3.013 -2.647 2.084
F 4.359 -2.572 2.106
Se -2.382 -3.875 -0.784
N -3.460 -3.339 -2.112
C -3.145 -2.087 -2.452
C -3.677 -1.318 -3.492
C -3.106 -0.069 -3.717
C -2.104 0.424 -2.899
N -1.621 -0.254 -1.844
C -2.085 -1.493 -1.686
N -1.472 -2.288 -0.802
H -4.472 -1.700 -4.113
H -3.448 0.532 -4.546
H -1.647 1.378 -3.106

The following is a DFT calculation (ωB97M-V/def2-TZVPD) of 12 unconnected molecules or ions with the total composition C30H43F2N12S in a non-equilibrium geometry.

The calculated total energy comes out at -65947.8358 eV. As for the total charge: +1. For the HOMO-LUMO gap, the calculation gives 8.54 eV. The strongest force on any atom is 1.454 eV/A.

Atoms and positions in Å:
C 5.640 -0.763 1.903
C 5.235 -1.941 1.017
C 3.823 -2.440 1.284
F 3.437 -2.315 2.566
S 2.686 -1.506 0.157
F 2.438 -2.549 -0.996
C 1.126 -1.335 0.966
C 0.406 -0.218 0.575
C -0.846 -0.065 1.164
C -1.268 -1.041 2.051
C -0.424 -2.118 2.366
N 0.776 -2.291 1.835
H 6.721 -0.675 1.886
H 5.356 -0.923 2.937
H 5.226 0.157 1.502
H 5.938 -2.764 1.073
H 5.280 -1.577 -0.014
H 3.764 -3.478 0.948
H 0.789 0.478 -0.158
H -1.473 0.771 0.903
H -2.250 -0.936 2.480
H -0.763 -2.857 3.082
C -2.812 3.717 -0.504
C -1.772 2.828 -0.998
N -0.949 2.127 -1.386
H -3.251 4.270 -1.329
H -3.593 3.142 -0.019
H -2.388 4.418 0.214
C 4.983 -5.120 4.625
C 5.934 -4.128 4.137
N 6.683 -3.351 3.751
H 5.063 -5.208 5.707
H 3.969 -4.824 4.365
H 5.192 -6.083 4.171
C 4.464 -3.453 -3.356
C 5.522 -4.354 -3.796
N 6.356 -5.060 -4.138
H 4.048 -2.921 -4.210
H 3.673 -4.023 -2.873
H 4.868 -2.728 -2.651
C -3.703 5.877 -4.689
C -4.085 5.936 -3.284
N -4.390 5.986 -2.180
H -2.640 6.088 -4.791
H -3.914 4.885 -5.083
H -4.272 6.610 -5.256
C -7.066 7.079 0.610
C -6.399 5.825 0.933
N -5.873 4.837 1.181
H -7.400 7.566 1.523
H -6.374 7.734 0.084
H -7.926 6.884 -0.028
C -3.474 4.927 -8.658
C -4.729 5.348 -8.047
N -5.713 5.679 -7.561
H -3.197 3.940 -8.293
H -3.587 4.887 -9.740
H -2.686 5.636 -8.410
C -1.259 -1.568 -2.118
C -2.366 -2.154 -2.864
N -3.242 -2.613 -3.441
H -0.380 -2.207 -2.197
H -1.023 -0.580 -2.514
H -1.539 -1.471 -1.072
C -5.592 0.162 -0.381
C -5.172 1.234 -1.275
N -4.848 2.078 -1.979
H -4.967 -0.716 -0.539
H -5.504 0.488 0.655
H -6.628 -0.101 -0.585
C 4.646 3.569 -0.151
C 4.674 2.186 -0.611
N 4.706 1.098 -0.971
H 4.085 4.179 -0.856
H 4.172 3.623 0.827
H 5.662 3.951 -0.077
C 4.159 -9.610 4.701
C 3.511 -8.399 4.209
N 3.002 -7.447 3.822
H 4.621 -9.415 5.666
H 3.421 -10.401 4.812
H 4.923 -9.931 3.996
C -3.079 -0.236 6.019
C -3.459 0.188 4.677
N -3.757 0.536 3.626
H -3.769 -0.998 6.373
H -2.070 -0.644 6.006
H -3.110 0.616 6.695

> What is the formula in the first record?

C30H43CrF5N4OSeSi3

> The highest strongest force on any atom belongs to which entry?

C30H43CrF5N4OSeSi3

> strongest force on any atom of number 1 (C30H43CrF5N4OSeSi3)?

1.676 eV/A

> Which formula does entry 1 have?

C30H43CrF5N4OSeSi3